Record 1
Molecular formula: C3H7NS
Method: DFT, ωB97M-V with the def2-TZVPD basis set

Last column: Mulliken charge in e.
Geometry (Å):
C: -1.040 -1.170 -1.235  -1.19
C: -1.183 -0.713 0.184  -0.40
C: 0.250 0.042 0.526  0.25
N: 0.474 -0.009 1.840  -0.31
S: 0.861 1.050 -0.674  -0.33
H: -0.928 -0.263 -1.891  0.32
H: -0.133 -1.627 -1.664  0.36
H: -1.958 -1.728 -1.371  0.30
H: -1.958 -0.051 0.338  0.32
H: -1.384 -1.576 0.944  0.30
H: -0.088 -0.687 2.265  0.19
H: 1.187 0.245 2.438  0.20

Calculated values
total charge = 0
ΔE to the lowest compared entry with this formula, charge and spin = 21.9 kcal per mole
lowest unoccupied orbital energy = 0.7 eV
SMILES string = CCC(N)=S
highest occupied orbital energy = -0.3023 hartree

***

Record 2
Molecular formula: C3H7NSi
Method: DFT, ωB97M-V with the def2-TZVPD basis set

Last column: Mulliken charge in e.
Geometry (Å):
C: -3.305 0.668 -0.294  0.00
C: 0.769 -0.315 -1.555  -1.03
C: 0.927 0.814 1.184  -0.99
N: -2.191 0.340 -0.210  -0.34
Si: 1.196 1.400 -0.615  0.17
H: -4.295 0.907 -0.529  0.34
H: 0.315 -1.002 -0.902  0.32
H: 0.019 -0.079 -2.413  0.23
H: 1.642 -0.755 -1.988  0.36
H: 0.231 -0.042 1.165  0.27
H: 1.855 0.672 1.684  0.35
H: 0.426 1.541 1.866  0.32

Calculated values
total charge = 0
ΔE to the lowest compared entry with this formula, charge and spin = 53.9 kcal per mole
lowest unoccupied orbital energy = 0.1 eV
highest occupied orbital energy = -0.2820 hartree

***

| no. | DFT total energy (eV) | Kohn-Sham gap (eV) | strongest force on any atom (eV/Å) |
| --- | --- | --- | --- |
| 1 | -15548.6974 | 8.92 | 5.66 |
| 2 | -12589.3809 | 7.77 | 3.47 |